DFT (ωB97M-V/def2-TZVPD) results for a molecular structure, C34H31IrN5O4S.

Last column: Mulliken charge in e.
Geometry (Å):
H: 5.90815 -1.67470 -4.00251  0.41
H: -1.91913 5.52059 1.18888  0.45
C: 6.02882 0.18157 -2.93454  -0.44
H: -1.78341 -4.36041 -3.34947  0.46
C: -0.92203 2.29589 1.12859  -0.37
C: -1.46416 -3.68708 -2.56463  -0.57
N: -0.63545 -1.97026 -0.57212  0.39
C: -1.57949 1.87991 -0.04591  0.50
N: -0.14281 1.29669 1.77118  0.12
H: -5.04951 -2.26214 3.30922  0.40
H: -2.66514 -1.99692 -3.21775  0.61
O: -1.42858 -1.54975 1.98833  -0.38
C: -0.18180 -3.23079 -0.60755  -0.43
H: 3.70048 -2.75991 3.56985  0.45
H: 3.54117 -2.07928 -3.36277  0.46
N: -1.37626 0.51694 -0.40039  1.10
C: -1.03930 3.60911 1.56548  -0.92
H: -5.52180 -0.57703 3.16015  0.47
C: 0.95388 0.75370 -2.80224  1.00
S: 1.70967 -0.55990 -1.87362  0.17
H: 1.99673 -2.63120 1.76674  0.35
C: 2.33088 0.26272 4.22106  -0.68
H: -1.89346 -3.66526 3.20915  0.31
N: 1.30395 -0.77659 2.34119  -0.01
C: 0.65591 1.95947 -2.19107  -0.23
H: -1.69308 -2.49676 4.50628  0.29
H: -0.16762 -5.12066 -1.59782  0.51
C: 0.65076 0.50360 -4.13378  -0.47
O: 1.61054 -0.15627 -0.38327  -0.59
H: 3.50644 1.60765 -1.16675  0.38
H: -0.53370 3.91919 2.46548  0.58
H: 0.49834 -3.51770 0.18288  0.34
C: 0.02488 2.94147 -2.93958  -0.72
C: 3.06284 -1.89142 3.48554  -0.83
C: 3.41079 -0.25560 -2.23662  0.56
H: -4.19407 1.03335 2.43131  0.63
C: -4.72578 -1.23925 3.48529  -1.23
C: -0.28991 2.70855 -4.27106  -0.67
C: -2.35689 2.78185 -0.76345  -0.91
H: 0.90072 -0.44896 -4.58808  0.45
C: 5.38517 -0.96098 -3.38065  -0.71
H: -2.85948 2.45338 -1.65859  0.59
H: -0.23701 3.88080 -2.47162  0.48
H: 5.86824 2.00490 -1.80774  0.42
H: -0.80027 3.47215 -4.84301  0.43
C: -2.44773 -1.68089 2.72455  0.53
C: -1.96499 -0.11520 -1.42123  0.21
C: -0.56225 -4.11442 -1.59528  -0.78
N: -3.52581 -0.91618 2.70520  0.21
H: -4.56330 -1.08742 4.55210  0.35
C: 0.47859 1.42323 2.95559  0.26
H: 7.06323 0.35276 -3.20188  0.41
H: 3.90818 -0.84431 5.16170  0.46
C: 1.40641 0.25373 3.19312  0.57
C: -1.50234 -1.55467 -1.50488  0.59
H: -3.09710 4.78661 -0.85999  0.45
C: 4.04175 0.89716 -1.78321  -0.33
C: 5.35999 1.10937 -2.13899  -0.78
C: -2.36081 -2.81661 3.70361  -1.43
H: 0.90092 2.12211 -1.14923  0.40
C: 2.11762 -1.83000 2.48220  -0.17
C: 4.06115 -1.19056 -3.02574  -0.22
H: -4.01865 0.11303 0.92220  0.33
C: -3.58493 0.30187 1.90612  -0.43
O: 0.37738 2.30360 3.79803  -0.75
H: -2.59293 0.70356 1.78431  -0.22
H: -3.30612 -3.11973 4.13754  0.49
C: 3.17300 -0.82432 4.36827  -0.35
C: 0.03129 1.49840 -4.87219  -0.74
C: -1.82470 4.49985 0.84272  -0.76
H: 2.35795 1.12271 4.87539  0.57
C: -2.48284 4.08905 -0.30572  -0.90
C: -1.94955 -2.39397 -2.51113  -0.71
Ir: -0.09026 -0.42624 0.79842  0.94
H: -0.21293 1.32407 -5.91131  0.42
O: -2.77841 0.29869 -2.24034  -0.77

For the energy above the lowest of the compared OMol25 structures with the same formula, charge and spin, the calculation gives 113.1 kJ/mol. The net charge is +1. As for the HOMO energy: -0.3526 Ha. The calculation puts the total energy at -65072.6276 eV. As for the spin multiplicity: 1.

---

DFT (ωB97M-V/def2-TZVPD) results for a gas-phase ion, C34H31O4 (charge -1).

Last column: Mulliken charge in e.
Geometry (Å):
H: -0.63555 -7.07368 0.27374  0.39
C: 0.33892 -5.10264 0.57529  2.12
O: -2.18501 -2.37390 1.12817  -0.60
H: 4.88169 -1.12699 -1.57037  0.43
C: -0.80556 2.94245 -0.58673  -0.39
C: 0.39505 -4.72757 -0.87706  -1.46
H: -7.20444 2.11893 -0.98428  0.35
C: -1.13990 5.42559 -1.10518  -0.18
C: -6.44911 1.42586 -0.60467  -0.62
C: 0.40416 7.08181 -0.25265  -0.25
O: -3.02071 3.41822 -1.32672  -0.89
H: 2.00468 1.51033 1.50241  0.48
C: 2.91961 -0.85984 -0.73127  -0.33
C: -5.10860 1.69755 -0.82943  -0.40
H: 2.18818 6.28290 0.70843  0.34
C: 0.09504 1.86598 -0.49803  -1.19
H: 1.13467 -7.12997 0.37214  0.44
H: 1.26205 -5.16916 -1.37809  0.42
H: 6.30322 2.89396 -0.13586  0.32
H: 1.14878 2.09712 -0.67444  1.06
C: -6.82601 0.27961 0.10558  -0.32
H: -4.81722 2.55137 -1.43170  0.43
H: 2.45303 -5.20093 0.89270  0.42
C: -4.49316 -0.27132 0.42784  -0.50
H: 7.78583 1.87824 -0.29469  0.24
C: 2.05934 -0.20348 0.13170  -0.69
C: 1.59868 -4.65028 1.30697  -1.69
O: 6.09842 0.82300 -0.47800  -0.43
H: 6.82617 1.82521 1.23043  0.30
C: -1.68665 0.33355 -0.07394  0.27
O: 1.42528 -2.87224 -1.89472  -0.68
C: -0.17954 -2.13595 -0.28373  -0.15
C: 4.25249 -0.56667 -0.87920  -1.08
H: 1.48181 3.92779 0.49542  0.24
C: 4.81098 0.50789 -0.15385  1.00
C: -0.36993 4.35423 -0.56894  0.33
H: -6.10785 -1.54494 1.07332  0.36
H: 0.17128 -6.87008 1.83971  0.41
C: 1.23435 6.05793 0.21558  -0.71
C: -2.66864 1.26042 -0.35350  -0.34
C: 2.64149 0.88657 0.86131  0.09
C: -2.23623 2.61962 -0.76574  0.68
H: -1.76653 -4.98914 0.68247  0.33
H: -7.87452 0.07273 0.30955  0.34
H: -2.03144 -0.64372 0.23629  0.03
H: -2.05165 5.19950 -1.65255  0.42
H: -3.75058 -0.94801 0.86734  0.50
C: -4.08856 0.90329 -0.25810  0.51
H: 1.50132 -4.91172 2.36925  0.47
C: -1.15751 -2.90978 0.69837  0.30
C: -0.31429 0.53995 -0.16723  -0.11
H: 4.44846 1.99258 1.39870  0.32
H: -0.82905 -1.64248 -1.06325  0.70
C: -0.92306 -4.38486 1.08259  -1.16
C: 0.23873 -6.62847 0.77035  -2.07
H: -0.98850 -4.41615 2.18067  0.40
H: 0.67588 8.12361 -0.09609  0.34
H: 2.50985 -1.63241 -1.36121  0.90
C: 0.60176 -3.21747 -1.05431  0.02
C: 0.59035 -0.65299 0.20457  0.77
C: -5.84328 -0.60474 0.57408  -0.69
C: 4.00104 1.20170 0.77972  -0.94
C: -0.78772 6.76492 -0.91786  -0.68
C: 0.84887 4.71810 0.07293  -0.36
H: -1.45540 7.54804 -1.29303  0.35
H: 1.80669 -3.58066 1.22530  0.26
H: 0.40003 -0.95372 1.24909  0.25
C: 6.78189 1.93811 0.13568  -0.79
H: -0.52389 -5.07271 -1.38128  0.36

For the energy above the lowest of the compared OMol25 structures with the same formula, charge and spin, the calculation gives 197.3 kJ/mol. The net charge is -1. As for the HOMO energy: -0.1183 Ha. The calculation puts the total energy at -43950.2814 eV. As for the spin multiplicity: 1. The SMILES is COc1ccc([C@@H](c2cc(-c3ccccc3)c([O-])c(-c3ccccc3)c2)C2C(=O)CC(C)(C)CC2=O)cc1.

---

DFT (ωB97M-V/def2-TZVPD) results for 2 unconnected molecules or ions with the total composition C34H32BF7O2.

Last column: Mulliken charge in e.
Geometry (Å):
C: 1.43778 -2.54752 1.50985  -0.41
C: -2.22185 0.84240 -4.26095  -1.91
C: 0.18635 -1.98816 1.25087  0.57
C: -1.92750 3.51411 -1.82034  -1.60
C: 4.08664 0.94607 -1.09482  0.24
H: -1.45506 0.91332 -5.05110  0.33
C: -0.62236 -0.42285 3.20142  1.00
H: 5.65360 -0.27513 -1.95370  0.58
H: 0.20836 2.56826 -4.34855  0.30
C: 0.95998 -4.40834 -0.00132  -0.54
O: 0.06635 2.20058 -1.65048  -0.58
C: 4.58335 -0.10733 -1.86300  -0.88
C: -1.12814 3.83814 3.10027  0.40
H: 1.23759 -5.36824 -0.45864  0.43
C: -0.24312 -0.61486 1.78530  -0.47
H: -3.04767 1.53518 -4.48018  0.38
H: -1.72703 -2.33810 0.35199  0.43
C: -3.76563 -2.54664 3.09048  -0.87
H: -3.00101 -0.36497 -1.99428  0.51
C: 1.85998 0.39978 -1.76364  -0.02
C: -1.66520 1.09152 -2.86129  1.67
H: 1.59810 -1.52333 -2.69153  0.62
C: 4.17449 -2.12995 -3.29353  0.76
B: 0.46241 0.94744 -2.14500  1.25
C: -3.26206 -3.80373 3.43821  -0.51
H: 0.14710 -0.64702 3.92453  0.71
C: -1.13424 -2.78014 3.93319  -0.38
F: 3.76644 -3.33811 -2.78155  -0.25
C: 3.67546 -0.99600 -2.43807  0.18
C: -1.89633 1.65216 2.49898  0.46
H: -2.42132 3.10349 -0.92599  0.15
C: -0.32161 -3.87591 -0.20104  -0.91
H: -4.80178 -2.42866 2.78016  0.41
F: 3.68247 -2.03877 -4.57092  -0.26
C: 0.10182 1.91151 3.79978  -0.40
C: -1.62766 -1.52733 3.52001  0.03
F: 5.53873 -2.16166 -3.38867  -0.29
C: -2.95312 -1.40469 3.15706  -0.12
H: 0.21981 4.05461 -3.40300  0.44
C: 2.72340 1.16418 -0.97294  -0.89
H: -3.28650 -0.42158 2.84655  0.61
C: -0.42080 3.23553 -3.75516  -1.90
H: -3.92110 -4.67905 3.39473  0.38
H: -2.63445 -0.18025 -4.28830  0.45
C: -0.88398 1.06825 3.26523  0.09
C: -1.93341 -3.92278 3.87983  -0.60
H: 0.76841 3.95124 4.16149  0.44
H: -1.35065 4.39446 -1.50451  0.48
H: -2.48136 1.02322 1.82620  -0.16
H: 2.35685 1.98088 -0.36524  0.57
H: -1.21959 3.65331 -4.37598  0.42
C: 5.02585 1.92423 -0.43761  0.79
H: -1.11311 -0.27916 1.18104  -0.59
H: 2.07459 -2.10817 2.26657  0.47
H: -2.89917 3.47361 1.84243  0.39
H: 0.51186 0.12696 1.44167  0.59
C: 1.83848 -3.72994 0.86030  -0.84
F: 6.33842 1.68132 -0.72974  -0.29
F: 4.75286 3.20872 -0.84361  -0.26
F: -1.27336 5.19395 3.00339  -0.33
C: -2.73199 0.69198 -1.86499  -1.59
C: -1.01968 2.53168 -2.53912  1.48
H: -3.63447 1.28767 -2.04729  0.37
H: 1.01971 1.45647 4.16448  0.37
H: -1.06479 -4.36669 -0.83299  0.41
F: 4.88512 1.88388 0.92737  -0.26
C: 2.30886 -0.80909 -2.30083  -0.63
C: -2.07121 3.04500 2.43454  -1.06
C: -0.69778 -2.68633 0.41791  -0.19
H: 2.85493 -4.09436 1.03644  0.40
C: -0.00989 3.30443 3.75327  -0.88
O: -0.52219 0.19437 -2.75217  -0.65
H: -2.41595 0.83446 -0.82587  -0.12
H: -0.07041 -2.86494 4.17538  0.30
H: -1.52162 -4.89585 4.17457  0.39
H: -2.70604 3.84727 -2.51750  0.38

For the energy above the lowest of the compared OMol25 structures with the same formula, charge and spin, the calculation gives 40.8 kJ/mol. As for the HOMO energy: -0.3302 Ha. The calculation puts the total energy at -59574.8132 eV. As for the spin multiplicity: 1. The SMILES is CC1(C)OB(c2cc(C(F)(F)F)cc(C(F)(F)F)c2)OC1(C)C.Fc1ccc([C@H](Cc2ccccc2)c2ccccc2)cc1.

---

Q: Among the records above, which one has the highest energy above the lowest of the compared OMol25 structures with the same formula, charge and spin?
A: C34H31O4